Density functional theory data (the ωB97M-V functional and the def2-TZVPD basis) for a structure of composition C44H61N11O5PRbS2.

charge: 0
relative energy (zero: lowest compared OMol25 entry of this formula, charge and spin): 0.0000 eV
lowest unoccupied orbital energy: -0.03 eV
orbital gap: 0.2158 Eh
F_max: 0.72 eV Å⁻¹
HOMO level: -5.90 eV
M: 1004.62 Da

Element x y z (Å)
Rb 0.44 0.89 -0.67
C 3.18 0.38 1.78
C 4.04 -0.46 0.88
C 5.42 -0.66 1.14
C 6.15 -1.35 0.22
C 5.54 -1.85 -0.96
C 6.28 -2.55 -1.95
C 5.61 -2.98 -3.06
C 4.24 -2.76 -3.23
C 3.46 -2.09 -2.30
S 1.75 -1.85 -2.51
C 4.16 -1.62 -1.13
N 3.45 -0.92 -0.20
H 3.70 0.67 2.70
H 2.28 -0.17 2.04
H 2.87 1.28 1.26
H 5.87 -0.27 2.04
H 7.21 -1.53 0.37
H 7.33 -2.73 -1.80
H 6.15 -3.52 -3.83
H 3.74 -3.13 -4.12
C -4.99 -2.33 -2.23
N -3.58 -1.98 -2.23
C -2.89 -1.28 -1.33
N -1.60 -1.33 -1.61
C -1.56 -2.12 -2.71
N -2.73 -2.55 -3.12
C -5.24 -3.64 -1.53
C -5.59 -4.79 -2.22
C -5.77 -5.99 -1.55
C -5.58 -6.06 -0.18
C -5.22 -4.91 0.52
C -5.06 -3.71 -0.16
C -4.95 -4.98 1.96
N -5.03 -5.97 2.77
N -4.60 -5.48 4.01
C -4.31 -4.25 3.83
O -4.51 -3.84 2.55
C -3.77 -3.26 4.77
C -3.27 -3.66 6.00
C -2.69 -2.72 6.84
C -2.61 -1.39 6.44
C -3.12 -0.98 5.22
C -3.09 0.48 4.84
N -2.84 0.71 3.43
C -2.06 0.05 2.56
N -2.04 0.67 1.40
C -2.85 1.74 1.62
N -3.35 1.81 2.83
C -3.71 -1.92 4.39
H -5.32 -2.37 -3.27
H -5.52 -1.52 -1.73
H -3.34 -0.74 -0.52
H -0.64 -2.40 -3.20
H -5.71 -4.75 -3.30
H -6.04 -6.88 -2.10
H -5.69 -7.00 0.35
H -4.77 -2.82 0.39
H -3.31 -4.71 6.28
H -2.29 -3.03 7.79
H -2.14 -0.67 7.10
H -2.33 1.00 5.43
H -4.05 0.96 5.05
H -1.53 -0.86 2.80
H -3.05 2.49 0.87
H -4.11 -1.62 3.43
O -0.76 3.63 -0.23
H -0.48 3.37 0.66
H 0.07 3.77 -0.70
O 0.58 -1.67 0.65
H 1.39 -1.79 0.12
H -0.11 -1.87 0.00
C 4.67 2.11 -1.49
S 3.11 2.47 -2.26
C 3.59 3.97 -3.10
O 2.17 2.93 -1.16
H 5.39 1.89 -2.27
H 4.53 1.22 -0.88
H 4.97 2.96 -0.89
H 4.39 3.74 -3.81
H 3.93 4.68 -2.35
H 2.73 4.35 -3.63
C 2.57 4.69 1.49
N 2.48 3.97 2.74
C 3.53 4.23 3.71
C 3.06 3.89 5.10
C 2.55 2.46 5.11
N 1.57 2.27 4.06
C 0.71 1.12 4.21
C 1.56 2.97 2.88
O 0.73 2.73 1.99
H 2.38 5.76 1.64
H 1.86 4.28 0.78
H 3.57 4.58 1.06
H 3.80 5.29 3.63
H 4.43 3.65 3.45
H 2.25 4.56 5.39
H 3.87 4.01 5.82
H 2.07 2.23 6.06
H 3.39 1.76 4.99
H 0.06 1.24 5.08
H 1.30 0.21 4.35
H 0.11 1.02 3.32
C 1.91 0.64 -5.42
C 0.42 0.36 -5.23
P -0.33 1.42 -3.93
C -0.17 3.11 -4.67
C -0.72 3.36 -6.07
C -2.15 1.10 -4.12
C -2.66 0.45 -5.41
H 2.32 0.02 -6.21
H 2.46 0.42 -4.51
H 2.09 1.68 -5.70
H 0.31 -0.68 -4.89
H -0.12 0.45 -6.17
H 0.90 3.35 -4.64
H -0.64 3.79 -3.95
H -0.27 2.69 -6.80
H -0.53 4.38 -6.39
H -1.80 3.20 -6.10
H -2.65 2.07 -3.96
H -2.45 0.48 -3.28
H -2.39 1.03 -6.30
H -3.75 0.36 -5.40
H -2.25 -0.55 -5.53